2 unconnected molecules or ions with the total composition C18H33BBr3F2N3O7S2. Source: the Open Molecules 2025 dataset; level of theory: ωB97M-V with the def2-TZVPD basis set.

Summary:
molar mass = 756.13 g mol⁻¹
orbital gap = 0.2875 hartree
LUMO level = -1.4 eV
structure (SMILES) = CC(=O)OCCCCC[C@H](O[C@H](N)C[C@@H](C)Br)[C@@H](S)O[C@](S)(B(N)O)N(C(=O)F)C(=O)F.BrCCBr
net charge = 0
calculated total energy = -10139.2219 Ha

Geometry as XYZ:
```
69
Properties=species:S:1:pos:R:3:forces:R:3:lowdin_charge:R:1
C 0.70831 -7.99676 -0.00824 -0.262 -0.061 -0.080 -0.662
C -4.18838 -0.60931 -6.03217 1.241 -0.749 1.424 -0.016
O 0.83219 0.29241 1.45463 -0.779 -0.485 -2.048 -0.139
H -4.20254 -1.76634 -6.31867 -0.171 2.627 0.530 0.104
C -1.42904 1.36730 1.35385 -1.041 -0.511 0.108 -0.124
C 1.04571 -1.06841 0.93916 1.045 -1.566 0.872 -0.368
C -0.02327 1.10148 0.57369 -0.663 0.597 -0.331 -0.290
S -0.00836 5.93911 0.62829 -0.612 -0.382 0.127 0.855
O 2.56438 6.17903 -0.73933 0.655 -1.276 3.323 -0.003
C 0.79515 6.01864 3.21806 -7.005 -0.569 4.426 -0.234
F 3.80886 6.76595 2.61582 -2.791 -3.842 -0.059 -0.008
O 4.07273 4.42722 3.10911 -6.638 7.243 -3.221 0.065
C 1.63542 -9.10209 0.44046 0.231 -0.071 -0.096 -0.694
H -0.40605 -1.87846 -0.40073 0.054 0.225 1.431 0.062
C 0.76842 2.50133 0.09095 -0.805 -2.830 0.824 -0.510
H -0.21248 -4.32348 1.59723 1.732 -0.074 2.048 0.054
H -1.20306 5.45026 1.21410 1.718 0.026 -0.322 -0.043
Br -0.35425 -7.31886 1.48021 -0.246 -0.697 -0.404 0.696
H 4.57966 4.61825 -0.17498 -1.153 -1.073 -0.167 0.099
Br 3.18080 -8.38553 1.39005 -0.128 -0.054 0.029 0.598
C 1.33925 4.67877 1.13804 -2.059 -0.213 -0.220 -0.542
O 0.73222 3.37892 1.22162 1.301 0.421 -0.758 -0.144
B 2.56278 4.92397 0.08637 1.813 1.037 -3.049 -0.463
H -2.49136 -0.76424 -0.24881 -0.921 2.034 -0.543 0.085
H 1.15779 -9.82536 1.10764 0.048 0.267 -0.177 0.052
H -1.63147 0.39516 2.01797 0.550 2.127 -1.436 0.130
S -0.19862 3.03792 -1.44437 0.148 1.023 0.354 0.753
O -1.77363 0.46370 -5.70260 -6.200 -5.469 3.118 -0.041
F 1.00505 7.51371 3.29294 0.276 -4.928 -0.587 -0.022
N 1.73900 5.06968 2.53901 1.726 3.641 1.054 0.067
H 3.12616 6.87712 -0.28739 -0.958 -0.982 -0.900 0.122
H 1.23190 -7.14064 -0.44273 -0.033 -0.209 0.178 0.036
O -2.50140 -1.23935 -4.07133 -0.535 3.210 -1.843 -0.112
N -0.21455 -1.84317 0.62437 0.838 1.295 -0.514 0.045
H 2.84528 -3.89426 2.53734 -1.926 0.852 -1.692 0.103
H 0.17033 -4.01088 3.45221 1.150 -0.520 -1.876 0.084
H 1.04497 -1.78882 3.10355 1.661 -0.254 -1.879 0.129
C 0.62333 -4.40107 2.44569 -0.447 -0.171 -1.603 -0.227
H -1.44503 2.26565 2.10141 0.495 -1.622 -1.467 0.125
O -0.30166 5.58546 3.90110 8.357 2.977 -5.208 0.020
H 1.80114 -1.07950 0.01592 -1.927 0.099 1.773 0.147
H -4.28581 0.09820 -6.96114 0.375 -1.479 2.037 0.097
H -1.03894 -1.53205 1.18300 1.150 -0.268 -0.797 0.080
H -2.60839 1.65136 -2.31019 -0.498 -2.241 0.129 0.079
C -2.72228 -0.39369 -5.25924 4.071 3.356 -1.898 -0.281
C 1.91162 -3.51669 1.89644 0.403 -0.140 2.917 -0.670
C -3.07328 0.20634 -0.54639 -1.375 0.307 -0.737 -0.183
H -2.77640 2.48623 -0.26802 0.215 -1.908 1.301 0.073
H -1.56359 -1.29157 -2.15198 -0.870 1.442 -2.019 0.117
H 2.05186 -9.63006 -0.42222 -0.121 0.139 0.113 0.058
C -1.90617 -0.48486 -2.95722 1.420 0.491 1.968 -0.190
H 3.70636 3.58636 -1.14458 -0.108 0.432 1.114 0.094
C 1.78986 -1.90566 2.18157 -1.073 0.622 -0.115 -0.157
H -0.29855 0.56310 -0.45566 0.842 0.913 2.301 0.130
H -4.22970 -0.05211 -0.40135 2.572 0.481 -0.162 0.117
C 3.18952 5.39085 2.72214 6.284 -5.021 3.285 -0.153
H -3.68335 1.61780 1.13621 2.073 -0.111 -1.522 0.119
H -0.02177 -8.37449 -0.72967 0.161 0.004 0.133 0.059
H 2.81063 -1.39378 2.47585 -2.008 -1.188 -0.769 0.127
C -2.75531 1.51995 0.39149 -0.803 -0.484 0.737 -0.208
H -1.24048 3.89178 -0.99860 1.526 -1.133 0.008 -0.096
C -2.93010 0.53312 -2.17972 -0.460 -0.331 -0.179 -0.156
H -0.92621 0.10858 -3.24468 -2.096 -1.311 0.109 0.131
H 0.85980 -5.56461 2.52616 -0.036 3.071 0.043 -0.025
H -3.98757 0.40835 -2.69595 2.109 0.255 1.120 0.117
H 1.83806 2.07441 -0.22627 -2.099 1.565 0.551 0.156
N 3.73513 3.97337 -0.17112 -0.684 1.655 -0.025 0.111
Br 2.37065 -3.97942 -0.01662 -0.350 0.239 1.203 0.569
H -5.00134 -0.40533 -5.19168 1.640 -0.453 -1.984 0.094
```
Positions in Å, forces in eV/Å.